# 1
The following is a DFT calculation (wB97M-V/def2-TZVPD) of a cluster of 5 separate species, C34H73FN3O7 in total at a distorted geometry.

As for the orbital gap: 8.644 eV. Its spin multiplicity is 1. As for the charge: +1.

Structure (XYZ):
```
118
Properties=species:S:1:pos:R:3:forces:R:3
C 3.582205 2.503192 1.354724 0.5 -0.4 0.4
C 4.109151 1.838473 -0.002713 -0.8 1.5 0.6
C 3.228489 2.334871 -1.232294 0.4 -0.1 0.0
C 2.360709 1.159175 -1.927488 1.6 0.6 -0.6
C 2.912723 1.177857 -3.416896 0.2 0.0 0.2
C 0.844257 1.494222 -1.744598 1.0 1.3 1.1
C 0.414724 1.623519 -0.194891 1.6 1.4 -0.1
C 0.993497 0.513784 0.736517 -0.8 -0.5 1.2
C 0.144121 -0.818806 0.867032 0.4 -0.8 0.2
C 0.988481 -2.110196 0.515774 -0.3 -0.5 1.0
O 1.771691 -1.956138 -0.679382 -0.3 -0.2 0.2
C 1.740699 -3.122442 -1.510608 0.2 0.5 -0.9
N -1.021386 1.897955 0.009816 -0.9 -1.0 -0.6
C -1.724437 2.380029 -1.182005 0.9 0.9 -1.0
C -3.245314 2.710360 -0.978378 0.1 0.4 0.9
C -4.118006 1.562560 -0.331930 0.0 0.6 0.2
C -4.345592 1.817066 1.215442 -0.3 -0.2 -0.2
C -5.251442 0.723235 1.878152 -0.3 0.2 0.1
N -4.676217 -0.633530 1.845348 0.7 -3.1 -0.2
C -3.349049 -0.996997 1.708271 1.8 0.0 -0.3
C -3.064319 -2.407630 1.667656 -3.9 2.2 0.5
C -4.451651 -2.962253 1.838656 0.8 1.8 0.0
C -5.370707 -1.860254 1.951957 0.8 -1.2 -0.3
C -1.447836 1.467589 -2.486465 -2.1 1.3 -0.1
O -2.531354 0.598852 -2.788461 1.0 0.5 -0.1
C -3.346070 1.037516 -3.875704 -2.0 -0.1 -1.2
C -4.255851 -0.158446 -4.435710 0.7 -0.4 0.2
C -4.135786 -1.475178 -3.589665 -0.6 -0.2 -1.1
O -5.610155 0.274519 -4.618463 0.7 -0.1 0.5
N -0.207632 0.613287 -2.311492 -1.3 -0.4 -0.1
C 0.058098 -0.268781 -3.477247 0.2 -1.5 -0.7
C -0.046340 0.365251 -4.904197 0.4 -1.4 -0.5
F 0.381960 1.692685 -5.020437 -0.7 -0.9 0.4
H 3.152244 1.737237 2.049956 0.4 0.7 -0.6
H 2.813699 3.297131 1.184173 0.6 -0.7 0.0
H 4.428396 2.990983 1.912329 -0.8 -0.5 -0.5
H 5.155527 2.230498 -0.125915 -1.0 -0.7 -0.1
H 4.110692 0.723810 0.057561 0.2 1.0 0.0
H 3.977441 2.760618 -1.961027 -1.0 -0.6 0.4
H 2.583753 3.227294 -0.981549 0.6 -1.0 0.0
H 2.705175 0.194145 -1.473838 -0.8 0.8 -0.3
H 4.038719 1.190595 -3.369966 -1.2 -0.1 0.1
H 2.646268 0.283959 -4.031313 0.0 0.8 0.4
H 2.622541 2.134264 -3.923569 0.1 -1.0 0.3
H 0.733327 2.507199 -2.235589 -0.1 -1.1 0.4
H 0.921743 2.578762 0.134382 -0.3 -1.0 -0.4
H 1.017824 0.963728 1.771504 0.0 -0.3 -1.1
H 2.042969 0.202761 0.533080 -0.8 0.7 -0.2
H -0.828818 -0.826285 0.301469 0.8 0.1 0.3
H -0.140351 -0.958097 1.950292 0.1 0.1 -1.1
H 1.631015 -2.362478 1.428570 -0.6 0.5 -1.4
H 0.331030 -3.016142 0.366708 0.3 1.0 0.3
H 2.320780 -2.858019 -2.442174 -0.6 -0.3 0.9
H 2.245889 -4.019580 -1.071880 -0.6 0.7 -0.1
H 0.666871 -3.304926 -1.795651 1.0 -0.3 0.2
H -1.559106 1.103140 0.359642 0.5 0.0 0.1
H -1.242643 3.374607 -1.432663 -0.5 -1.0 0.2
H -3.266206 3.569179 -0.242657 0.2 -0.8 -0.8
H -3.692142 3.142447 -1.917027 0.6 -0.7 0.8
H -5.139579 1.591768 -0.810711 1.1 -0.4 0.4
H -3.612832 0.580440 -0.503860 -0.7 0.6 0.1
H -3.375181 1.918128 1.771014 -0.8 -0.1 -0.5
H -4.898712 2.793262 1.328944 0.6 -0.9 0.0
H -5.467439 0.959291 2.951772 0.2 0.1 -0.9
H -6.242968 0.688295 1.340414 1.0 0.0 0.5
H -2.625764 -0.157033 1.643315 -0.5 -0.9 0.1
H -2.093414 -2.923733 1.536844 -1.0 0.6 0.2
H -4.663960 -4.048459 1.879372 -0.2 1.1 0.0
H -6.477087 -1.888852 2.102803 1.2 0.1 -0.2
H -1.358703 2.191545 -3.335234 0.7 -0.8 0.5
H -2.788065 1.437913 -4.762648 0.1 -0.2 1.0
H -4.084905 1.845152 -3.592764 0.9 -0.7 0.1
H -3.890288 -0.393061 -5.476138 -0.5 0.3 1.0
H -4.681450 -2.273170 -4.171923 0.5 0.8 0.6
H -3.067208 -1.803193 -3.552026 -0.9 0.3 0.3
H -4.643203 -1.423071 -2.597108 0.7 0.1 -0.7
H -6.036526 0.371702 -3.749278 0.2 -0.2 -0.3
H -0.494646 -0.039598 -1.554873 0.4 0.3 -0.3
H -0.726160 -1.081605 -3.451314 0.6 1.0 0.0
H 1.012408 -0.834446 -3.287095 -0.8 1.0 -0.1
H -1.088199 0.181877 -5.285869 0.9 1.0 0.3
H 0.615581 -0.249684 -5.580561 -0.6 0.6 0.7
C 0.298983 -3.682022 5.358091 -0.1 0.0 0.0
C 1.442917 -3.867348 4.380380 -0.1 0.2 0.4
O 1.715865 -2.644994 3.695343 0.1 0.1 -0.2
H -0.601067 -3.349717 4.835837 0.0 -0.1 0.0
H 0.078307 -4.613537 5.882320 0.0 0.1 0.0
H 0.542299 -2.913265 6.096408 0.0 -0.1 0.1
H 1.187979 -4.619469 3.632680 0.1 0.1 -0.1
H 2.350109 -4.190029 4.899763 -0.1 -0.2 0.0
H 1.948832 -1.985789 4.360182 0.0 -0.1 -0.1
C 7.781538 -1.145969 0.846843 0.0 0.0 -0.1
C 7.357513 0.016967 1.722742 0.0 -0.4 0.1
O 5.964672 -0.067109 2.018504 -0.2 0.2 0.0
H 7.211910 -1.150589 -0.085264 0.1 0.1 0.0
H 8.845446 -1.088955 0.609316 0.0 -0.1 0.0
H 7.584198 -2.098159 1.346618 0.1 0.0 0.0
H 7.536097 0.964575 1.212503 -0.2 0.0 0.1
H 7.916363 0.020872 2.663536 0.2 0.1 -0.1
H 5.814305 -0.901872 2.477770 0.0 0.1 0.0
C -8.602300 -2.177825 -0.449230 -0.1 0.0 0.0
C -7.510806 -3.194327 -0.723309 0.1 0.3 0.2
O -6.363100 -2.555847 -1.273784 0.1 0.1 -0.3
H -8.881787 -1.659207 -1.368715 0.0 -0.1 0.0
H -9.489382 -2.658818 -0.032704 0.0 0.1 0.0
H -8.253008 -1.415924 0.254440 0.0 -0.1 0.1
H -7.854679 -3.939540 -1.441029 0.2 0.1 0.0
H -7.219005 -3.709931 0.197433 -0.1 -0.1 0.0
H -6.057211 -1.904070 -0.629124 0.0 -0.2 0.1
C 7.650351 4.002339 3.368551 -0.1 0.0 -0.1
C 7.512715 3.025769 4.521349 0.3 0.3 0.0
O 8.785504 2.489875 4.866666 0.0 -0.2 0.0
H 8.087037 3.507314 2.498349 -0.1 0.0 0.0
H 6.679133 4.416605 3.088298 0.0 0.1 0.0
H 8.318289 4.825152 3.636477 -0.1 0.0 0.0
H 6.862573 2.194866 4.242517 0.1 -0.1 0.1
H 7.085685 3.517793 5.401318 -0.2 0.0 -0.1
H 9.353726 3.226544 5.120687 0.0 -0.1 0.0
```
Positions in Å, forces in eV/Å.

***

# 2
The following is a DFT calculation (wB97M-V/def2-TZVPD) of a cluster of 9 separate species, C34H74O15P2 in total at a distorted geometry.

Its SMILES is COP(=O)(OC)OC.COP(=O)(OC)OC.C1CCOC1.C1CCOC1.C1CCOC1.C1CCOC1.C1CCOC1.C1CCOC1.C1CCOC1. As for the orbital gap: 9.978 eV. Its spin multiplicity is 1.

Structure (XYZ):
```
125
Properties=species:S:1:pos:R:3:forces:R:3
C -1.323950 -29.700960 -16.821150 -0.1 -0.1 -0.6
O -0.203050 -28.817830 -16.842060 1.7 1.0 -0.8
P 0.964480 -28.864050 -18.010460 -1.7 0.5 -0.6
O 0.465690 -29.159960 -19.372290 0.4 0.1 1.2
O 1.696660 -27.420610 -17.873970 -0.6 -0.5 -0.3
C 2.009070 -26.678720 -19.099270 1.3 -0.7 0.2
O 2.006970 -29.935920 -17.477190 0.1 0.6 -0.9
C 2.663060 -29.635300 -16.247240 -0.2 -0.9 0.4
H -2.233080 -29.250320 -17.219270 0.3 0.4 -0.4
H -1.596010 -29.920720 -15.788790 0.6 -0.4 0.0
H -1.065000 -30.550200 -17.453480 -0.4 -0.4 0.4
H 2.723000 -27.248350 -19.694180 -0.8 -0.8 -0.5
H 2.739770 -25.901380 -18.875850 -0.9 0.7 0.9
H 1.128730 -26.354440 -19.654200 0.2 -0.1 0.2
H 1.848670 -29.740000 -15.530380 0.5 0.6 0.7
H 3.195160 -28.684480 -16.277600 -0.4 0.1 0.1
H 3.391870 -30.423450 -16.058160 -0.1 0.0 -0.1
C -9.042280 -25.185430 -11.028140 -0.2 0.6 -0.5
O -8.369020 -26.279580 -10.397570 -1.2 -3.0 -0.2
P -9.110170 -27.825690 -10.609730 0.9 -0.4 -1.3
O -8.762610 -28.575120 -11.913640 -1.5 2.6 3.7
O -10.703590 -27.493890 -10.354980 2.7 -0.6 -1.3
C -11.277190 -27.079820 -9.115780 -0.4 -0.4 -0.7
O -8.629510 -28.687090 -9.290810 -0.7 2.2 -0.8
C -9.147780 -29.990250 -9.013160 1.7 -1.1 -1.0
H -9.354600 -24.446150 -10.290550 -0.4 -0.4 0.3
H -9.862790 -25.492060 -11.676870 -0.2 -0.1 0.4
H -8.420640 -24.589460 -11.696330 0.8 -0.5 0.0
H -10.796750 -27.575340 -8.272130 -0.2 0.0 0.0
H -12.284190 -27.431570 -9.340120 -0.3 0.2 1.1
H -11.275100 -25.995480 -9.004950 0.2 0.0 0.0
H -9.777650 -30.095180 -8.129780 -0.4 0.6 -0.4
H -8.261700 -30.596820 -8.825950 0.2 0.1 0.6
H -9.432660 -30.489380 -9.939340 -1.1 0.3 0.1
C 4.225000 -17.215060 -20.172850 1.5 0.3 0.9
C 5.700390 -17.270680 -19.663800 -0.5 -1.2 0.9
C 5.522060 -18.210170 -18.407360 1.0 0.9 0.3
O 4.399490 -17.688240 -17.709480 -0.3 0.5 -2.4
C 3.487990 -17.391110 -18.846810 -1.3 -0.5 1.6
H 4.067280 -18.065530 -20.836110 -0.2 0.2 0.0
H 3.990690 -16.266090 -20.655200 -0.1 -0.2 -0.1
H 6.064300 -16.320650 -19.272510 -0.3 0.1 0.0
H 6.455300 -17.616560 -20.369900 -0.2 -0.2 -0.1
H 6.393550 -18.126240 -17.758080 0.0 0.0 0.1
H 5.350670 -19.274930 -18.565500 0.1 -0.1 -0.7
H 2.865920 -16.564370 -18.503830 0.3 0.3 -0.3
H 2.794200 -18.229850 -18.903930 0.0 -0.2 -0.1
C -4.687110 -21.054390 -24.291080 -1.3 0.8 -2.2
C -5.221760 -19.628830 -24.037450 0.7 -0.2 1.7
C -4.493950 -19.326560 -22.704660 0.6 0.1 0.1
O -3.672610 -20.459900 -22.329250 -0.7 -0.7 0.3
C -3.448180 -21.325370 -23.485820 -0.6 2.1 0.7
H -4.570580 -20.930790 -25.367760 0.5 -1.4 -0.2
H -5.522620 -21.722240 -24.081320 0.4 -0.4 0.0
H -6.302610 -19.604080 -23.898680 0.1 -0.1 -0.1
H -4.983410 -18.953610 -24.859260 0.2 0.1 0.3
H -5.175940 -19.129460 -21.877550 0.0 -0.1 0.0
H -3.806140 -18.484140 -22.777750 -0.1 0.3 -0.2
H -3.373770 -22.388520 -23.257200 0.2 0.3 0.5
H -2.516400 -20.893040 -23.850490 0.1 -0.6 -0.9
C 8.151880 -23.653980 -27.216820 0.6 -1.1 0.1
C 9.137090 -24.549340 -28.023940 1.0 -0.4 1.0
C 8.866130 -24.316760 -29.523230 0.3 -0.8 1.7
O 7.747170 -23.449110 -29.493500 -0.5 -1.0 -2.9
C 7.611780 -22.772090 -28.316900 -0.3 1.2 1.8
H 8.577050 -23.130340 -26.360590 0.5 0.3 -0.4
H 7.409460 -24.268250 -26.707330 -0.4 -0.1 -0.6
H 9.009580 -25.622350 -27.880840 -0.4 0.1 0.5
H 10.153230 -24.389720 -27.663290 0.2 0.4 -0.4
H 8.699260 -25.337630 -29.866870 -1.3 0.2 -0.6
H 9.720350 -24.072390 -30.154650 0.0 1.3 0.2
H 6.581350 -22.516460 -28.069960 -0.3 -0.2 -0.7
H 8.113550 -21.806460 -28.379120 0.5 0.2 0.2
C 9.920640 -33.274260 -9.410510 -0.4 0.1 2.2
C 10.855720 -33.763790 -10.452360 2.2 -0.9 0.8
C 9.935230 -34.007910 -11.576770 0.5 0.3 0.1
O 9.000410 -33.001790 -11.364750 -2.7 2.2 -2.1
C 9.151360 -32.241350 -10.155140 0.0 -1.7 -0.2
H 10.246630 -32.815010 -8.477280 0.8 -0.5 0.1
H 9.249180 -34.099750 -9.174290 -0.2 0.0 0.3
H 11.360110 -34.713130 -10.272230 0.4 0.2 0.6
H 11.583740 -32.977360 -10.651430 0.2 -0.1 -0.3
H 9.495800 -35.003850 -11.521140 -0.4 -0.1 0.1
H 10.465260 -33.957360 -12.527880 -0.3 0.4 -0.3
H 8.193940 -32.043600 -9.673120 -0.2 -0.1 -0.5
H 9.697920 -31.299920 -10.210710 0.1 0.1 -0.7
C -3.741310 -38.064260 -24.940160 -1.3 2.0 0.2
C -3.582700 -36.861630 -23.988440 0.3 -0.5 1.8
C -2.519660 -35.994410 -24.630370 0.2 -0.9 0.1
O -2.732710 -36.103660 -26.038690 -0.9 -0.5 -0.2
C -3.197590 -37.430570 -26.254690 -0.6 -2.2 0.2
H -4.830470 -38.086880 -24.976100 -0.1 -0.7 -0.5
H -3.422860 -39.072540 -24.675460 0.6 0.4 0.2
H -3.328690 -37.179720 -22.977300 0.7 -0.1 0.1
H -4.528620 -36.375870 -23.748890 -0.1 0.3 -0.8
H -1.580650 -36.515290 -24.443130 0.5 0.3 0.3
H -2.459830 -34.962130 -24.285520 -0.1 0.0 -0.4
H -2.461560 -38.137680 -26.637290 0.7 0.5 -0.2
H -4.060370 -37.600800 -26.898700 0.2 1.3 -0.8
C -9.718680 -28.567230 -25.266550 -0.5 -0.6 -1.0
C -8.160990 -28.635400 -25.132590 -1.0 -0.1 -1.5
C -7.860390 -28.215240 -23.718370 -1.8 -0.8 0.8
O -9.165760 -27.786030 -23.161970 1.4 0.6 0.1
C -10.259450 -28.342940 -23.891340 0.6 1.0 1.1
H -10.218120 -29.449330 -25.667270 0.5 -0.4 -0.1
H -10.015590 -27.813880 -25.996210 0.2 0.4 0.3
H -7.790010 -27.954100 -25.898290 0.3 0.2 0.3
H -7.777410 -29.606650 -25.445070 0.0 -0.1 0.4
H -7.069300 -27.467400 -23.663500 -0.5 0.3 0.3
H -7.616720 -29.059010 -23.072790 0.6 -0.1 -0.2
H -11.051690 -27.608060 -23.748540 -0.1 0.1 -0.6
H -10.662390 -29.230600 -23.403690 0.4 -0.5 0.0
C 8.631850 -31.242790 -19.217940 0.6 0.1 -0.1
C 8.050900 -30.040230 -19.955500 -1.8 -1.3 -1.1
C 9.144160 -29.078600 -20.188250 -0.1 -0.4 0.7
O 9.788680 -29.213770 -18.948280 1.6 1.2 1.3
C 9.791340 -30.555030 -18.520280 0.4 -0.5 0.5
H 9.233430 -31.965430 -19.769300 -1.3 -0.4 -0.9
H 7.883800 -31.731260 -18.593500 0.2 0.0 0.0
H 7.386280 -29.555810 -19.240160 -0.4 -0.1 -0.3
H 7.535940 -30.310310 -20.877450 -0.4 0.0 0.1
H 8.720140 -28.076950 -20.258770 0.5 0.1 -0.2
H 9.790820 -29.344180 -21.024560 0.2 0.1 -0.2
H 9.799730 -30.679860 -17.437490 -0.2 0.7 0.1
H 10.679740 -31.084920 -18.863890 0.5 0.4 0.0
```
Positions in Å, forces in eV/Å.